Record 1
A molecular structure, C33H43N5P2Re at a distorted geometry, computed with wB97M-V/def2-TZVPD.

```
84
Properties=species:S:1:pos:R:3:forces:R:3
Re -1.7784 -2.0613 -2.3076 2.11 3.36 1.30
C 1.5819 -2.7231 0.6734 -0.05 -0.46 -3.73
C 1.6557 -3.1757 -0.6256 -2.53 1.53 2.00
C 0.7533 -4.3192 -1.1467 1.69 -0.36 -0.62
C -0.7253 -4.6588 -0.8110 0.04 0.33 -0.71
C -1.8658 -3.6556 -1.0106 -0.73 1.19 3.06
C -1.5876 -2.4280 -0.0799 -2.24 -3.63 -0.62
C -1.0184 -3.0323 1.2278 1.67 -0.20 0.23
C 0.5392 -3.2973 1.5012 -0.77 -0.97 2.19
C -2.9053 -0.3602 -2.5729 -0.88 -0.26 2.36
H 2.1710 -1.9084 1.0512 0.23 0.32 -0.15
H 1.9721 -2.4988 -1.4044 1.20 -0.28 -0.03
H 1.2918 -5.2126 -0.7616 -0.24 0.12 -0.51
H 0.9360 -4.2871 -2.2637 -0.38 -0.39 1.36
H -0.9617 -5.5607 -1.3818 -0.03 0.09 0.19
H -0.8062 -4.8970 0.2653 0.23 -0.61 -1.00
H -2.8351 -4.1185 -0.8417 -0.08 -0.21 -0.19
H -2.4082 -1.7277 0.2190 0.36 -0.48 -0.93
H -1.5299 -4.0304 1.2253 0.39 1.14 0.73
H -1.3796 -2.5367 2.1277 -0.18 0.65 -0.44
H 0.7271 -3.0098 2.5392 -0.24 0.13 0.01
H 0.7292 -4.3776 1.5502 -0.39 -0.05 -0.19
H -2.2975 0.3817 -2.0351 -0.51 0.21 -0.53
H -3.9524 -0.4245 -2.1653 1.01 0.52 -0.57
H -2.9077 -0.2953 -3.6394 -0.02 0.56 -1.07
P -3.5818 -3.0931 -3.0859 -4.30 -4.67 -1.47
P -0.5572 -4.5889 -4.2834 0.36 -5.94 -3.51
N -5.0646 -3.9205 -2.1018 0.92 1.46 0.25
N -5.0281 -2.6947 -4.4194 1.13 0.90 0.58
N -0.9691 -6.4651 -4.1019 0.68 0.92 1.06
N 0.1100 -5.1689 -5.9169 -0.16 1.75 -0.11
C -3.2068 -4.6579 -3.9144 -0.49 0.46 0.07
C -2.1737 -4.4040 -5.0004 -1.33 0.72 -0.38
C -6.0711 -3.1261 -1.5935 0.29 -0.57 -0.17
C -7.0659 -3.9536 -1.0383 0.64 -0.32 -0.24
C -6.6669 -5.2989 -1.2278 0.14 0.79 -0.21
C -5.4187 -5.2503 -1.8651 0.11 0.27 -0.37
C -5.6281 -1.4522 -4.5889 -0.03 -0.95 -0.22
C -6.6200 -1.5196 -5.5852 -0.18 -1.36 -0.33
C -6.6518 -2.8804 -6.0282 0.21 1.67 0.87
C -5.6848 -3.5628 -5.2754 0.67 -0.48 0.46
C -0.4660 -7.2385 -3.0722 -0.76 -0.87 -0.38
C -0.9535 -8.5382 -3.1971 0.72 0.80 0.28
C -1.7333 -8.5952 -4.3826 0.37 0.97 -0.19
C -1.7101 -7.3153 -4.9287 -0.42 -0.31 -0.08
C 0.7171 -6.3404 -6.3497 0.42 0.72 -0.71
C 0.9381 -6.2342 -7.7134 -0.18 0.07 0.33
C 0.3807 -5.0048 -8.1865 -0.27 0.18 2.24
C -0.1080 -4.3735 -7.0438 0.36 -0.12 -0.51
H -4.0817 -5.1517 -4.3391 0.21 0.11 0.31
H -2.8338 -5.3312 -3.1476 0.20 -0.18 0.14
H -2.3722 -5.1058 -5.8076 0.46 0.13 0.04
H -2.2363 -3.4137 -5.4554 -0.36 0.23 0.06
H -6.0172 -2.0489 -1.7335 -0.15 -0.27 0.37
H -7.9320 -3.6045 -0.5100 -0.26 0.04 -0.10
H -7.2433 -6.2008 -0.9828 0.53 0.56 -0.03
H -4.7709 -6.0648 -2.1715 -0.16 0.16 0.11
H -5.3079 -0.6427 -3.9710 0.02 0.48 0.00
H -7.2683 -0.7096 -5.9277 0.41 -0.33 0.21
H -7.2981 -3.3334 -6.7729 0.16 0.16 0.20
H -5.4681 -4.6354 -5.3020 -0.13 0.72 -0.11
H 0.2492 -6.8071 -2.3999 0.06 -0.11 0.28
H -0.7025 -9.3478 -2.5257 -0.06 0.04 -0.14
H -2.1650 -9.4885 -4.8453 0.10 0.58 0.27
H -2.1160 -7.0314 -5.9020 0.25 0.07 0.53
H 0.8794 -7.1728 -5.6997 0.27 -0.09 0.28
H 1.4735 -6.9556 -8.3174 -0.29 -0.07 0.14
H 0.3009 -4.6213 -9.1816 0.14 0.00 -0.28
H -0.6415 -3.4330 -6.9288 0.29 -0.16 -0.23
C -1.0275 0.4305 1.4351 0.26 0.45 0.27
C -0.2008 0.4088 0.2077 0.32 -0.43 -1.12
C 0.7495 1.4411 0.0564 1.46 1.19 -1.05
C 1.3640 1.2949 -1.1829 0.14 0.99 0.42
C 0.7231 0.1603 -1.7966 -1.08 -0.36 1.82
C 0.9735 -0.3832 -3.1254 0.02 0.01 -0.48
N -0.2086 -0.3735 -0.9537 -0.29 0.06 -0.69
H -2.0736 0.2981 1.2109 -0.43 -0.26 0.17
H -0.8766 1.4613 1.8096 -0.42 -0.59 0.06
H -0.6903 -0.2243 2.2604 -0.17 -0.02 -0.59
H 0.8625 2.2698 0.7846 0.17 -0.82 -0.66
H 2.1164 1.9523 -1.6924 -0.85 -0.80 0.77
H 0.7548 0.3986 -3.8493 0.08 0.05 -0.33
H 2.0362 -0.6006 -3.1892 0.17 -0.23 -0.35
H 0.3813 -1.2821 -3.4051 0.36 0.33 0.33
```
Positions in Å, forces in eV/Å.

Calculated values
* E_HOMO (spin up / spin down): -12.2 / -12.2 eV
* E: -2316.98545 a.u.
* 2S+1: 4
* total charge: +2
* F_max: 6.9 eV/Å
* LUMO energy (spin up / spin down): -7.49 / -9.37 eV
* energy above the lowest of the compared OMol25 structures with the same formula, charge and spin: 6.217 eV


Record 2
A molecular structure, C33H43NOSbSiTeTi at a distorted geometry, computed with wB97M-V/def2-TZVPD.

```
82
Properties=species:S:1:pos:R:3:forces:R:3
Ti -0.5300 -0.1280 -0.4910 -0.17 0.70 0.41
C -3.7098 2.7244 -1.6949 -0.50 -0.93 0.26
Si -1.9120 2.4754 -1.7124 0.92 0.31 0.73
C -1.2760 1.3237 -2.9989 0.67 -0.61 0.29
C -0.9792 4.0900 -1.7223 1.00 -0.35 0.76
N -1.3033 1.4859 -0.2167 -0.73 -0.11 0.20
C -1.6044 1.9153 1.1146 0.31 -0.33 -0.10
C -2.1908 3.1236 1.4531 0.02 -0.16 0.51
C -2.2980 3.4646 2.7984 0.09 -0.07 -0.33
C -1.7897 2.6141 3.7672 -0.34 -0.07 0.71
C -1.2692 1.3504 3.4838 0.07 0.41 -1.50
C -1.1972 1.0484 2.1329 -0.08 0.52 -0.24
O -0.5820 -0.1001 1.5505 -0.63 0.32 -0.28
C -0.2451 -1.1729 2.4117 -1.04 -0.56 0.04
C 1.0571 -1.5302 2.3761 1.92 -0.37 0.30
C 1.4894 -2.5516 3.2311 -1.01 -0.07 -0.56
C 0.5572 -3.2451 3.9919 0.51 0.64 0.09
C -0.7754 -2.8670 3.9965 -0.29 0.67 -0.79
C -1.2159 -1.8246 3.1729 1.21 -0.12 0.20
H -4.3074 1.7893 -1.7615 0.28 0.63 0.26
H -3.9186 3.2876 -2.5957 -0.18 0.33 -0.27
H -3.9842 3.3288 -0.8270 -0.32 -0.15 -0.21
H -1.6388 1.6858 -3.9465 -0.30 -0.15 -0.59
H -1.5908 0.2614 -2.8768 0.06 0.74 -0.32
H -0.1769 1.3760 -3.0862 -0.24 -0.09 0.06
H -1.5333 4.9655 -1.3809 -0.08 -0.12 -0.09
H -0.6242 4.2606 -2.7357 -0.13 0.24 -0.25
H -0.0414 4.0242 -1.1055 -0.89 0.08 -0.35
H -2.5641 3.7797 0.6985 -0.07 0.39 -0.31
H -2.7701 4.3998 3.0835 0.16 -0.12 -0.02
H -1.8396 2.9253 4.8045 -0.01 -0.06 -0.04
H -0.8804 0.7018 4.2357 0.10 -0.29 0.42
H 1.7844 -0.9783 1.7601 -0.38 -0.19 0.33
H 2.5154 -2.8219 3.2599 0.72 -0.18 0.04
H 0.9062 -4.0048 4.6610 0.03 -0.39 0.19
H -1.4762 -3.3626 4.6343 -0.31 -0.23 0.22
H -2.2236 -1.4819 3.1741 -0.66 0.11 0.02
Te -2.6821 -2.0847 -0.6840 0.76 0.30 -0.08
C -1.3171 -2.0966 -2.3022 1.44 0.25 0.22
C 0.0865 -1.9019 -2.1265 0.60 -0.04 2.02
C 0.9641 -1.7216 -3.2035 -0.58 0.18 1.09
C 0.4594 -1.5811 -4.4638 0.40 -0.98 -1.40
C -0.9022 -1.7205 -4.6853 -0.77 -0.58 1.99
C -1.7770 -2.0012 -3.6014 0.25 -0.44 -0.99
C -2.1182 -3.6445 0.6239 -0.14 -0.68 -0.59
C -0.9545 -4.4342 0.5521 -0.56 1.00 -0.33
C -0.9039 -5.5633 1.3212 0.04 -1.03 0.65
C -1.9925 -5.8900 2.1348 -0.28 0.45 -0.22
C -3.1580 -5.1425 2.1810 0.07 0.31 0.07
C -3.2403 -4.0119 1.3629 -0.28 0.19 0.11
H 0.6286 -2.0654 -1.1040 -1.06 -0.03 -1.38
H 2.0170 -1.7211 -3.0078 0.43 -0.01 -0.03
H 1.1593 -1.6696 -5.3062 -0.41 0.70 0.24
H -1.3191 -1.7433 -5.6538 -0.24 0.08 -1.04
H -2.7856 -2.3471 -3.7708 -0.27 0.48 -0.40
H -0.1621 -4.1992 -0.1397 0.19 0.10 -0.03
H -0.0565 -6.2653 1.3079 -0.34 0.59 -0.15
H -1.9864 -6.7759 2.7103 0.30 -0.84 0.54
H -3.9662 -5.4512 2.8575 0.24 0.21 -0.57
H -4.1797 -3.4412 1.2486 0.49 -0.39 0.36
C 1.8281 2.2252 1.9586 -0.13 -0.33 0.09
C 2.8952 1.7365 0.9979 -0.38 -0.89 0.01
Sb 2.1486 0.9957 -0.8808 0.31 0.64 0.26
C 2.3115 2.7433 -2.2401 -0.87 -0.30 0.15
C 3.3303 3.8275 -1.7910 -0.77 -1.33 0.00
C 3.8965 -0.0836 -1.5183 0.62 0.24 0.69
C 5.2150 0.5968 -1.0680 -0.81 0.32 -0.14
H 2.2720 2.7037 2.8150 0.33 0.33 0.30
H 1.2879 1.3661 2.3776 0.05 0.27 -0.23
H 1.1187 2.9309 1.5295 -0.07 0.01 -0.11
H 3.4498 0.9079 1.4619 -0.04 0.22 -0.23
H 3.6138 2.4633 0.6666 0.30 0.53 0.12
H 1.2716 3.1512 -2.4292 1.44 -0.48 0.29
H 2.5879 2.1356 -3.1069 0.21 0.60 -0.27
H 3.0456 4.1942 -0.8291 -0.17 0.30 0.79
H 3.2876 4.6694 -2.4415 0.03 0.54 -0.77
H 4.3509 3.4741 -1.7199 0.09 -0.12 -0.15
H 3.8854 -0.1004 -2.5839 -0.22 -0.13 -0.92
H 3.8747 -1.1051 -1.1544 -0.19 -0.19 0.06
H 5.2887 1.6107 -1.4654 -0.05 -0.03 0.16
H 6.0613 0.0724 -1.4828 0.22 -0.40 -0.04
H 5.3032 0.6254 0.0130 0.14 0.02 0.07
```
Positions in Å, forces in eV/Å.

Calculated values
* E_HOMO (spin up / spin down): -16.7 / -16.7 eV
* E: -3059.51197 a.u.
* total charge: +3
* F_max: 2.2 eV/Å
* LUMO energy (spin up / spin down): -10.33 / -10.33 eV
* energy above the lowest of the compared OMol25 structures with the same formula, charge and spin: 0.494 eV


Record 3
12 unconnected molecules or ions with the total composition C33H44BrCl44 at a distorted geometry, computed with wB97M-V/def2-TZVPD.

```
122
Properties=species:S:1:pos:R:3:forces:R:3
C 6.0183 4.4574 -0.1578 -1.14 -0.50 0.42
C 4.5426 3.9413 0.1560 1.96 -0.54 0.31
C 4.6248 2.3648 0.2259 -1.42 0.52 -1.21
C 3.3941 1.7211 -0.5364 1.17 -1.26 1.38
C 3.0295 0.3742 0.2242 -0.48 0.90 -1.69
C 1.7276 -0.2016 -0.4632 0.26 0.58 1.51
C 0.6466 -0.4531 0.6647 0.38 -1.03 -1.17
C 0.6952 -1.9790 1.0611 -0.86 0.17 0.76
C -0.7109 -2.6538 1.1625 0.25 -1.13 -0.46
C -1.5432 -2.5242 -0.1560 -0.11 0.82 1.18
C -2.9488 -3.1937 -0.0997 0.15 -0.15 -1.46
C -3.8134 -2.6483 -1.3053 0.29 -0.34 0.69
C -4.1421 -1.1224 -1.1746 0.26 0.14 -0.18
C -5.6684 -0.7577 -1.1783 0.25 -1.13 0.35
C -6.1902 -0.7626 0.2952 0.50 0.17 0.17
C -5.7377 0.4634 1.1660 -0.55 0.35 0.17
C -5.7098 1.8340 0.4240 -0.55 0.56 0.86
C -5.6568 3.0558 1.4342 0.73 0.04 -0.02
C -4.3224 3.8898 1.3021 -0.85 0.97 1.02
C -4.5119 5.2636 0.5358 1.51 -0.02 -0.86
C -3.5987 5.2258 -0.7680 -1.79 -0.24 -0.29
C -4.4507 5.6074 -2.0461 0.86 -0.31 0.26
Br -2.1412 6.6355 -0.5989 -0.08 0.17 0.10
H 6.1600 5.5040 0.1820 0.09 -0.57 -0.49
H 6.1889 4.3154 -1.2445 0.16 0.37 0.60
H 6.7040 3.7788 0.3902 -0.13 0.65 -0.27
H 4.2366 4.3296 1.1519 0.08 -0.30 -1.10
H 3.8742 4.2828 -0.6613 0.15 -0.21 0.74
H 4.5568 1.9822 1.2707 0.44 0.50 -0.63
H 5.5666 2.0283 -0.2651 -0.56 0.06 0.55
H 2.5240 2.4080 -0.5223 0.45 -0.46 -0.09
H 3.6597 1.4262 -1.5793 -0.28 0.55 0.54
H 3.8759 -0.3427 0.1578 -0.38 0.47 0.13
H 2.8619 0.6415 1.2878 0.01 -0.37 -0.55
H 1.9757 -1.1279 -1.0241 -0.42 0.52 0.45
H 1.3592 0.5475 -1.1972 0.18 -0.47 0.45
H -0.3290 -0.1245 0.2517 0.39 -0.46 0.48
H 0.8331 0.1340 1.5854 -0.01 -0.04 -0.73
H 1.3129 -2.6014 0.3701 -0.38 0.68 0.28
H 1.1828 -2.0478 2.0640 -0.24 -0.13 -0.70
H -1.2934 -2.3455 2.0588 0.44 0.09 -0.81
H -0.5277 -3.7526 1.3077 -0.13 0.72 0.05
H -1.7156 -1.4341 -0.3124 0.16 -0.72 -0.10
H -0.9123 -2.8719 -1.0063 -0.60 0.01 0.39
H -3.4835 -3.0271 0.8598 0.49 -0.02 -0.45
H -2.8432 -4.2915 -0.2844 -0.06 0.64 0.51
H -4.7413 -3.2548 -1.3775 0.42 0.44 0.08
H -3.2147 -2.8874 -2.2185 -0.55 0.38 0.48
H -3.5985 -0.5698 -1.9769 -0.45 -0.28 0.54
H -3.7075 -0.7591 -0.2086 -0.30 -0.14 -0.72
H -6.2141 -1.5818 -1.7195 0.50 1.02 0.49
H -5.8139 0.1995 -1.7187 -0.17 -0.51 0.49
H -5.7733 -1.6825 0.7823 -0.45 0.50 -0.38
H -7.2998 -0.8511 0.3560 0.70 0.15 -0.26
H -6.4997 0.5651 1.9814 0.60 -0.10 -0.49
H -4.7735 0.3047 1.7065 -0.54 0.03 -0.63
H -6.6682 1.9506 -0.1347 0.77 -0.30 -0.03
H -4.8328 1.9434 -0.2478 -0.70 -0.25 0.15
H -6.4989 3.7665 1.2663 0.43 -0.61 -0.01
H -5.7708 2.7141 2.4957 0.08 -0.01 -0.82
H -3.4976 3.3363 0.8102 -0.59 0.27 0.27
H -4.0051 4.1670 2.3384 0.00 -0.42 -0.59
H -5.5896 5.4530 0.2890 0.68 -0.24 0.13
H -4.1544 6.1309 1.1495 -0.42 -0.74 -0.12
H -4.2616 6.6580 -2.3902 -0.48 -0.66 0.18
H -5.5346 5.4217 -1.8490 0.60 0.31 -0.14
H -4.1596 4.9204 -2.8782 -0.22 0.61 0.36
C -2.1216 -1.1482 4.7880 -0.01 0.07 -0.07
Cl -2.6416 0.0767 5.9584 0.05 -0.13 -0.12
Cl -2.2593 -2.7595 5.5173 0.02 0.11 -0.06
Cl -3.1502 -1.0620 3.3480 0.02 0.08 0.29
Cl -0.4348 -0.8489 4.3319 -0.17 -0.01 0.10
C 1.4740 5.0363 2.5897 -0.52 0.09 -0.28
Cl 1.9787 3.3363 2.4965 0.04 0.00 0.08
Cl 2.7808 6.0798 1.9901 -0.30 0.18 0.28
Cl 0.0265 5.2764 1.6016 0.35 0.04 0.12
Cl 1.1173 5.4513 4.2771 0.10 -0.04 -0.03
C 2.2223 -2.0492 -4.6736 -0.04 0.05 0.06
Cl 1.7778 -0.9092 -5.9545 -0.03 -0.24 0.19
Cl 0.7549 -2.6401 -3.8725 0.07 0.12 -0.12
Cl 3.1064 -3.4162 -5.3774 -0.08 0.10 0.06
Cl 3.2514 -1.2316 -3.4874 -0.11 -0.20 -0.18
C -6.4615 5.4594 4.8299 0.12 0.07 -0.21
Cl -8.0393 4.7991 4.3582 0.11 0.03 0.06
Cl -6.6731 6.5777 6.1943 0.02 -0.21 -0.29
Cl -5.3892 4.1331 5.3158 -0.11 0.11 -0.03
Cl -5.7491 6.3228 3.4607 -0.15 -0.21 0.26
C 3.3163 -6.2090 -2.3558 -0.11 0.06 -0.01
Cl 4.9368 -5.5598 -2.6663 -0.14 -0.07 0.03
Cl 2.6325 -6.8397 -3.8657 0.06 0.05 0.13
Cl 3.4250 -7.5174 -1.1627 0.05 0.47 -0.39
Cl 2.2753 -4.9208 -1.7285 0.17 -0.17 -0.03
C 5.2162 -9.4259 2.1150 0.06 0.02 0.04
Cl 6.6707 -10.1073 1.3674 -0.23 0.02 0.16
Cl 5.5210 -7.7406 2.5689 -0.04 -0.18 -0.07
Cl 3.8766 -9.4899 0.9562 0.12 -0.37 0.44
Cl 4.7951 -10.3618 3.5603 0.03 0.09 -0.15
C -6.4406 10.4936 7.9988 0.04 -0.01 -0.09
Cl -7.5984 11.0094 6.7608 0.12 -0.06 0.14
Cl -4.7906 10.7745 7.4189 -0.19 -0.04 0.07
Cl -6.7117 11.4217 9.4860 0.02 -0.08 -0.11
Cl -6.6631 8.7674 8.3312 0.01 0.36 0.23
C 10.2915 -9.3041 -0.7814 0.05 0.07 -0.01
Cl 8.6866 -8.5544 -0.8211 0.24 -0.01 -0.10
Cl 11.5136 -8.1013 -1.2257 -0.07 -0.38 0.26
Cl 10.6187 -9.9097 0.8531 -0.06 0.04 -0.14
Cl 10.3423 -10.6518 -1.9319 -0.01 0.12 0.11
C 12.1565 -5.1952 -3.9272 -0.13 0.05 -0.04
Cl 12.4945 -5.4743 -5.6445 -0.02 0.02 0.17
Cl 10.6338 -5.9867 -3.4878 0.12 0.30 -0.26
Cl 13.4771 -5.8656 -2.9502 -0.08 0.06 -0.08
Cl 12.0265 -3.4540 -3.6260 0.03 -0.19 -0.03
C 5.4895 1.0947 -6.0086 -0.07 0.01 0.06
Cl 5.9581 -0.6111 -6.1298 -0.06 0.14 0.01
Cl 6.8117 2.1153 -6.6041 -0.10 -0.10 0.05
Cl 4.0391 1.3781 -6.9856 0.28 0.11 0.05
Cl 5.1514 1.4954 -4.3159 0.10 0.08 -0.21
C -5.6822 -3.1284 -4.8681 -0.03 0.12 0.01
Cl -4.0034 -2.6204 -5.1209 -0.18 -0.05 0.02
Cl -6.3866 -3.6254 -6.4187 0.06 0.02 0.09
Cl -5.7258 -4.4972 -3.7425 -0.04 0.09 -0.16
Cl -6.6154 -1.7763 -4.2036 0.13 -0.27 -0.38
```
Positions in Å, forces in eV/Å.

Calculated values
* E_HOMO: -2.2 eV
* E: -24106.01887 a.u.
* total charge: -1
* F_max: 2.2 eV/Å
* LUMO energy: 0.93 eV